Entry from the OMol25 dataset: a structure of composition C47H71GeN4O4P3Rb (ωB97M-V with the def2-TZVPD basis set).

Values from the calculation:
total energy	-149079.676	eV
Kohn-Sham gap (alpha / beta)	6.631 / 5.915	eV
highest occupied orbital energy (alpha / beta)	-6.51 / -6.51	eV
2S+1	2
max |F|	0.47	eV Å⁻¹
energy above the lowest of the compared OMol25 structures with the same formula, charge and spin	3.8	kcal per mole

Last column: Löwdin spin population.
Geometry (Å):
1 Rb 0.219 -0.272 0.278  0.049
2 Ge -2.620 -2.335 -0.076  0.487
3 P 3.709 -0.343 0.593  0.000
4 P -0.811 1.330 -2.863  0.005
5 P 0.890 0.912 3.502  0.000
6 O 0.581 -2.622 1.611  0.005
7 O -1.968 1.228 0.978  0.012
8 O 0.850 2.325 0.030  0.001
9 O 1.284 -1.901 -1.555  0.004
10 N 1.376 1.153 6.247  0.000
11 N -0.393 2.588 5.342  0.000
12 N -0.789 0.186 5.622  0.000
13 N 2.194 0.829 -1.918  0.000
14 C 5.852 -1.906 1.958  0.000
15 C -1.356 1.531 5.653  0.000
16 C 0.738 2.468 6.257  0.000
17 C 0.575 3.479 -4.003  0.000
18 C -5.604 -3.702 -0.304  0.009
19 C -2.975 3.050 -3.959  0.000
20 C -3.696 -1.666 4.520  0.029
21 C -0.815 1.125 -5.765  0.000
22 C 4.948 -0.742 -3.842  0.000
23 C 2.039 0.892 4.967  0.000
24 C 4.107 -3.112 0.603  0.000
25 C -1.158 0.420 -4.456  0.000
26 C 5.768 -1.258 -2.844  0.000
27 C -6.470 -2.222 -2.027  0.003
28 C -1.853 3.732 -1.813  0.000
29 C 3.932 2.363 1.140  0.000
30 C -2.511 -2.900 2.830  0.029
31 C 6.124 1.221 0.782  0.000
32 C 0.355 0.145 6.528  0.000
33 C 1.641 4.310 -4.277  0.000
34 C -7.851 -3.987 -1.118  0.000
35 C -4.042 -0.846 -2.105  0.019
36 C -0.401 -0.188 4.262  0.000
37 C -7.691 -2.934 -1.975  0.001
38 C 0.047 2.509 3.946  0.000
39 C -5.401 -2.610 -1.178  0.015
40 C 4.415 -1.864 1.438  0.000
41 C -2.816 -2.678 4.165  -0.002
42 C 0.689 2.314 -3.235  0.001
43 C 3.804 -0.053 -3.509  0.000
44 C 2.887 3.975 -3.756  0.000
45 C -6.795 -4.375 -0.273  0.000
46 C 1.967 1.937 -2.747  0.000
47 C 5.384 -1.087 -1.530  0.000
48 C 3.037 2.826 -3.014  0.000
49 C 4.706 1.057 1.321  0.000
50 C -4.277 -0.887 3.525  -0.003
51 C -0.410 -0.915 -4.374  0.001
52 C 3.404 0.171 -2.169  0.000
53 C -2.235 2.557 -2.715  0.000
54 C -6.288 -1.127 -2.911  -0.001
55 C -1.654 -4.020 -0.517  0.100
56 C -4.163 -1.897 -1.232  0.091
57 C -3.972 -1.121 2.195  0.028
58 C 4.215 -0.412 -1.160  0.000
59 C -3.080 -2.128 1.819  0.078
60 C -5.102 -0.455 -2.948  0.000
61 H -3.267 2.235 -4.621  0.000
62 H 4.741 0.820 2.392  0.000
63 H 1.472 -0.974 -1.843  0.000
64 H -0.679 -3.783 -0.943  0.007
65 H 0.721 3.346 3.741  0.000
66 H 1.482 1.849 -0.576  0.000
67 H 5.993 -2.812 2.553  0.000
68 H -1.243 1.699 0.539  0.000
69 H 6.726 0.320 0.880  0.000
70 H 6.082 -1.055 2.599  0.000
71 H -1.290 -0.180 3.621  0.000
72 H -1.745 1.716 6.657  0.000
73 H -0.821 2.630 3.293  0.000
74 H 3.807 2.584 0.075  0.000
75 H -2.183 1.579 4.941  0.000
76 H -1.333 2.075 -5.881  0.000
77 H 6.679 -1.790 -3.088  0.000
78 H 4.841 -3.240 -0.193  0.000
79 H -2.384 3.758 -4.542  0.000
80 H -6.928 -5.207 0.406  0.000
81 H 4.480 3.195 1.590  0.000
82 H -2.961 1.959 -2.149  0.000
83 H 2.531 -0.084 5.019  0.000
84 H -4.436 -0.508 1.428  0.001
85 H -4.801 -4.006 0.361  0.006
86 H 0.580 -3.560 1.398  0.000
87 H -8.788 -4.527 -1.084  0.000
88 H -3.099 -0.309 -2.141  0.011
89 H -2.235 0.212 -4.431  0.000
90 H -2.354 -3.287 4.932  -0.001
91 H -1.157 4.410 -2.308  0.000
92 H 4.014 2.585 -2.613  0.000
93 H -2.747 4.303 -1.549  0.000
94 H 0.258 1.324 -5.821  0.000
95 H 3.130 -3.051 0.117  0.000
96 H -3.918 -1.478 5.562  0.002
97 H -7.112 -0.839 -3.552  0.000
98 H -2.210 -4.607 -1.249  0.007
99 H 1.330 -2.270 1.113  0.000
100 H 1.811 -2.432 -2.160  0.000
101 H -0.033 -1.218 4.264  0.000
102 H 2.829 1.635 4.821  0.000
103 H 0.810 -0.847 6.482  0.000
104 H 6.014 -1.490 -0.748  0.000
105 H -0.605 -1.524 -5.260  0.000
106 H 6.638 2.031 1.306  0.000
107 H 6.090 1.479 -0.279  0.000
108 H 3.769 -1.901 2.324  0.000
109 H 2.937 2.305 1.580  0.000
110 H 1.084 3.253 -0.057  0.000
111 H -1.807 -3.687 2.584  0.001
112 H -1.369 3.394 -0.893  0.000
113 H 3.745 4.615 -3.925  0.000
114 H -8.498 -2.628 -2.629  0.000
115 H 3.181 0.340 -4.303  0.000
116 H -1.082 0.489 -6.612  0.000
117 H 4.133 -4.007 1.228  0.000
118 H -0.010 0.314 7.544  0.000
119 H 1.482 3.227 6.006  0.000
120 H 0.670 -0.742 -4.318  0.000
121 H -2.740 1.780 0.815  0.000
122 H 1.505 5.203 -4.873  0.000
123 H 5.200 -0.879 -4.887  0.000
124 H -0.695 -1.480 -3.486  0.001
125 H -1.521 -4.646 0.368  0.005
126 H -3.888 3.571 -3.656  0.000
127 H -0.397 3.740 -4.404  0.000
128 H 6.587 -1.932 1.153  0.000
129 H -4.964 0.384 -3.620  0.000
130 H -4.971 -0.098 3.787  -0.001
131 H 0.376 2.657 7.270  0.000